Below is C3H3Cl2N3 in the gas phase at a distorted geometry, with properties calculated with ωB97M-V/def2-TZVPD.

Cartesian coordinates (Å):
C 0.278 0.141 0.673
C -0.178 -0.747 -0.509
C 0.005 -0.035 -1.791
H -1.319 1.409 0.322
H -0.157 1.917 1.452
H 1.588 -1.040 1.333
N -0.358 1.366 0.670
N 1.177 -0.131 1.527
N 0.145 0.513 -2.785
Cl 0.741 -2.267 -0.578
Cl -1.922 -1.126 -0.313

Atomic forces in eV per Å
C 0.1 0.6 0.5
C 0.2 -0.1 -0.2
C -0.1 -0.4 0.6
H 0.7 0.0 0.3
H 0.3 0.9 1.2
H 0.1 0.1 0.1
N -0.8 -1.2 -1.5
N -0.5 -0.2 -0.6
N 0.0 0.1 -0.2
Cl -0.1 0.2 0.0
Cl 0.1 0.1 0.0

## Properties
- Energy above the lowest of the compared OMol25 structures with the same formula, charge and spin: 0.471 eV
- SMILES string: [H]/N=C(/N)C(Cl)(Cl)C#N
- HOMO level: -10.2424 eV
- LUMO: 0.10 eV
- E: -32674.078 eV
- HOMO-LUMO gap: 10.340 eV

Need the Löwdin charges? In units of e they are:
1. C -0.574
2. C -1.099
3. C -0.311
4. H 0.089
5. H 0.082
6. H 0.007
7. N 0.119
8. N 0.138
9. N 0.194
10. Cl 0.689
11. Cl 0.667

***

Below is C3H3Cl2NS in the gas phase, with properties calculated with ωB97M-V/def2-TZVPD.

Cartesian coordinates (Å):
C 0.484 -0.684 0.049
C -0.624 -1.037 0.991
C 0.402 1.622 -0.589
N 0.889 0.653 0.023
S -1.517 -0.033 1.876
Cl -0.084 -1.362 -1.569
Cl -0.953 1.642 -1.663
H 1.364 -1.289 0.299
H -0.810 -2.107 1.037
H 0.849 2.596 -0.454

Atomic forces in eV per Å
C 0.1 -0.6 -0.5
C -0.5 0.3 0.6
C 0.1 -0.1 0.2
N 0.2 0.4 0.2
S 0.3 -0.2 -0.3
Cl 0.3 -0.2 0.2
Cl -0.2 0.2 -0.1
H -0.3 0.0 -0.2
H 0.1 -0.1 -0.1
H -0.1 0.2 -0.1

## Properties
- Energy above the lowest of the compared OMol25 structures with the same formula, charge and spin: 0.527 eV
- SMILES string: S=C[C@@H](Cl)/N=C\Cl
- HOMO level: -9.2291 eV
- LUMO: -0.78 eV
- E: -40528.489 eV
- HOMO-LUMO gap: 8.446 eV

Need the Löwdin charges? In units of e they are:
1. C -0.763
2. C -0.707
3. C -0.611
4. N -0.038
5. S 0.729
6. Cl 0.550
7. Cl 0.611
8. H 0.107
9. H 0.045
10. H 0.077

***

Below is 2 unconnected molecules or ions with the total composition C3H3Cl3 at a distorted geometry, with properties calculated with ωB97M-V/def2-TZVPD.

Cartesian coordinates (Å):
C -0.315 -0.334 0.683
C -1.081 3.038 2.113
C -1.417 -0.416 -0.004
Cl -2.567 2.801 1.390
Cl -0.035 -1.355 2.076
Cl -0.620 1.791 3.136
H 0.500 0.284 0.446
H -1.352 0.326 -0.811
H -2.137 -1.042 0.296

Atomic forces in eV per Å
C 0.1 -1.3 1.2
C -0.6 -1.1 0.3
C 3.0 3.2 -1.5
Cl -0.4 0.8 -0.7
Cl 0.1 0.0 -0.1
Cl 0.9 0.4 0.4
H 0.9 0.7 -0.1
H -1.1 -0.7 0.0
H -3.0 -2.0 0.5

## Properties
- Energy above the lowest of the compared OMol25 structures with the same formula, charge and spin: 0.864 eV
- HOMO level (spin up / spin down): -8.3222 / -9.9418 eV
- LUMO (spin up / spin down): 0.88 / -1.96 eV
- E: -40721.864 eV
- ⟨S²⟩: 2.007
- HOMO-LUMO gap (spin up / spin down): 9.203 / 7.985 eV
- Spin multiplicity: 3

Need the Löwdin charges? In units of e they are:
1. C -0.666
2. C -1.019
3. C -0.076
4. Cl 0.534
5. Cl 0.548
6. Cl 0.535
7. H 0.043
8. H 0.082
9. H 0.019

***

Below is a molecular structure, C3H3Cl3IN3 at a distorted geometry, with properties calculated with ωB97M-V/def2-TZVPD.

Cartesian coordinates (Å):
C 1.380 0.922 1.633
C -0.463 -0.257 -1.061
C -1.385 -1.044 -0.269
N -1.042 1.832 -2.150
N -0.826 0.871 -1.584
N 1.531 0.821 0.400
Cl -1.601 -0.553 1.385
Cl -3.170 -1.182 -0.943
Cl -0.731 -2.743 -0.297
I 2.888 -0.449 -0.386
H 2.022 0.507 2.343
H 0.804 1.744 2.048
H 0.593 -0.470 -1.120

Atomic forces in eV per Å
C 0.7 1.4 0.1
C -0.4 0.3 -0.6
C -1.2 -1.8 -0.8
N 0.2 -1.3 1.1
N -0.3 1.5 -1.2
N -0.6 0.9 -0.7
Cl 0.0 0.3 0.9
Cl 1.5 0.4 0.2
Cl -0.2 0.6 0.1
I 0.9 -0.4 0.2
H 0.9 -1.4 1.3
H -0.8 -0.1 -0.4
H -0.5 -0.3 -0.2

## Properties
- Energy above the lowest of the compared OMol25 structures with the same formula, charge and spin: 1.198 eV
- HOMO level: -8.8854 eV
- LUMO: -0.30 eV
- E: -53293.886 eV
- HOMO-LUMO gap: 8.581 eV

Need the Löwdin charges? In units of e they are:
1. C -0.238
2. C -0.407
3. C -1.481
4. N 0.254
5. N -0.094
6. N -0.531
7. Cl 0.593
8. Cl 0.444
9. Cl 0.540
10. I 0.867
11. H 0.036
12. H 0.080
13. H -0.061

***

Below is a molecular structure, C3H3Cl3O2S at a distorted geometry, with properties calculated with ωB97M-V/def2-TZVPD.

Cartesian coordinates (Å):
C 0.866 -0.420 -0.557
C -0.548 0.066 -0.765
C -0.815 1.174 0.234
O 2.555 -1.504 1.044
O 0.377 -2.421 1.251
S 1.197 -1.376 0.759
Cl -0.617 0.668 -2.480
Cl -0.428 0.589 1.881
Cl -2.599 1.653 0.220
H 1.575 0.330 -0.655
H -1.412 -0.746 -0.898
H -0.150 1.985 -0.033

Atomic forces in eV per Å
C -2.1 -2.1 1.5
C -1.4 -2.5 -1.4
C -1.7 -0.3 0.1
O 2.9 0.6 0.8
O -1.5 0.2 -0.1
S -0.9 -0.4 -2.8
Cl 0.2 0.5 0.4
Cl -0.6 0.9 0.3
Cl 1.6 -0.1 -0.1
H 1.7 1.1 -0.3
H 2.1 1.6 1.4
H -0.3 0.6 0.3

## Properties
- Energy above the lowest of the compared OMol25 structures with the same formula, charge and spin: 0.175 eV
- HOMO level: -10.0115 eV
- LUMO: -0.90 eV
- E: -55654.093 eV
- HOMO-LUMO gap: 9.113 eV

Need the Löwdin charges? In units of e they are:
1. C -0.342
2. C -0.831
3. C -1.021
4. O -0.268
5. O -0.280
6. S 0.667
7. Cl 0.611
8. Cl 0.644
9. Cl 0.539
10. H 0.062
11. H 0.145
12. H 0.074

***

Below is C3H3Cl3Si in the gas phase at a distorted geometry, with properties calculated with ωB97M-V/def2-TZVPD.

Cartesian coordinates (Å):
C -1.320 0.761 0.256
C -2.384 1.276 -0.066
C 1.208 -0.952 -0.713
Si 0.340 0.052 0.750
Cl 0.162 -1.301 2.213
Cl 0.037 -1.323 -2.070
Cl 1.445 1.624 1.335
H -3.109 1.990 -0.262
H 1.723 -1.741 -0.200
H 1.899 -0.385 -1.242

Atomic forces in eV per Å
C -0.9 0.1 -0.3
C 3.2 -1.0 1.0
C -2.2 1.1 0.9
Si -0.9 -0.3 -2.4
Cl -0.2 -0.4 0.7
Cl 0.4 -0.5 1.0
Cl 0.5 0.4 0.2
H -1.3 0.5 -0.4
H -0.2 -1.1 -0.4
H 1.5 1.2 -0.5

## Properties
- Energy above the lowest of the compared OMol25 structures with the same formula, charge and spin: 1.240 eV
- SMILES string: C#C[Si](Cl)(Cl)CCl
- HOMO level: -10.5306 eV
- LUMO: 0.57 eV
- E: -48605.692 eV
- HOMO-LUMO gap: 11.099 eV

Need the Löwdin charges? In units of e they are:
1. C -0.245
2. C 0.059
3. C -0.658
4. Si -0.372
5. Cl 0.377
6. Cl 0.469
7. Cl 0.367
8. H 0.009
9. H 0.014
10. H -0.020